[1]
Formula: C13H14N4O8S
Source: the OMol25 dataset
Level of theory: ωB97M-V/def2-TZVPD

The calculation puts the energy above the lowest of the compared OMol25 structures with the same formula, charge and spin at 1.663 eV. As for the structure (SMILES): NC(=S)c1ncn([C@@H]2O[C@H](COC=O)[C@@H](OC=O)[C@H]2OC=O)c1NC=O. Its electronic energy is -1722.8630 Ha. The value obtained for the frontier orbital gap is 8.165 eV. The LUMO energy is -0.37 eV.

CARTESIAN COORDINATES (ANGSTROEM)
O (3.090, 4.562, -1.593)
O (3.754, 1.485, 2.368)
O (2.940, -0.479, -1.448)
O (-2.134, -1.259, 2.726)
S (-2.532, -4.880, -1.022)
N (-2.769, -0.975, -2.224)
O (2.156, 3.993, 0.434)
O (1.730, 0.565, 2.022)
O (1.325, -1.286, -0.100)
O (-0.660, 1.758, 0.350)
C (3.182, 4.377, -0.361)
C (2.818, 0.844, 2.760)
C (2.480, -1.369, -0.719)
C (-1.912, -2.368, 2.287)
C (-3.223, -3.351, -1.588)
C (-2.180, 0.027, -1.574)
C (-2.556, -2.060, -1.314)
C (-1.911, -1.693, -0.118)
N (-4.244, -3.378, -2.579)
N (-1.686, -2.631, 0.908)
N (-1.632, -0.339, -0.333)
C (1.051, 3.359, -0.203)
C (1.643, 1.126, 0.699)
C (0.788, 0.088, -0.057)
C (-0.578, 0.303, 0.464)
C (0.595, 2.265, 0.776)
H (4.184, 4.336, -0.027)
H (2.890, 0.460, 3.711)
H (2.977, -2.305, -0.530)
H (-1.698, -3.189, 2.928)
H (-1.846, 0.937, -1.992)
H (-4.478, -4.224, -3.106)
H (-4.418, -2.497, -3.072)
H (-1.930, -3.595, 0.729)
H (1.453, 2.787, -1.017)
H (0.244, 4.070, -0.525)
H (2.595, 1.438, 0.132)
H (0.654, 0.505, -1.098)
H (-0.656, 0.006, 1.465)
H (0.494, 2.588, 1.841)

=====

[2]
Formula: C4H10NO2
Source: the OMol25 dataset
Level of theory: ωB97M-V/def2-TZVPD

The calculation puts the energy above the lowest of the compared OMol25 structures with the same formula, charge and spin at 2.677 eV. Its electronic energy is -363.6260 Ha. The value obtained for the frontier orbital gap is 6.721 eV. Its total charge is -1. The LUMO energy is 3.95 eV.

CARTESIAN COORDINATES (ANGSTROEM)
N (2.634, -0.044, -1.050)
C (2.379, 0.672, 0.238)
O (1.076, 0.942, 0.416)
H (1.805, 0.020, -1.632)
H (3.382, 0.322, -1.623)
H (2.833, 0.006, 1.007)
H (2.984, 1.612, 0.240)
O (-2.588, -2.283, -0.927)
C (-1.818, -1.632, -0.257)
C (-1.573, -0.175, -0.351)
C (-1.775, 0.469, 1.034)
H (-1.231, -2.142, 0.530)
H (-2.211, 0.280, -1.112)
H (-0.525, 0.048, -0.601)
H (-2.796, 0.353, 1.409)
H (-1.522, 1.523, 0.961)
H (-1.054, 0.027, 1.719)

=====

[3]
Formula: C26H34AuClN3O7P
Source: the OMol25 dataset
Level of theory: ωB97M-V/def2-TZVPD

The spin multiplicity is 3. The calculation puts the energy above the lowest of the compared OMol25 structures with the same formula, charge and spin at 0.594 eV. Its electronic energy is -2638.7386 Ha. The value obtained for the frontier orbital gap (spin up / spin down) is 7.707 / 4.209 eV. Its total charge is +2. The LUMO energy (spin up / spin down) is -5.98 / -10.26 eV.

CARTESIAN COORDINATES (ANGSTROEM)
Au (0.906, 0.232, 0.125)
O (3.019, -4.286, -3.427)
C (1.808, -4.587, -3.091)
O (1.225, -5.595, -3.412)
C (1.046, -3.600, -2.252)
C (-0.287, -3.821, -1.890)
Cl (-1.230, -5.153, -2.326)
N (-0.701, -2.739, -1.180)
N (0.300, -1.855, -1.073)
C (1.366, -2.353, -1.679)
C (2.631, -1.519, -1.780)
O (3.454, -1.872, -2.621)
O (2.693, -0.493, -1.063)
C (-1.977, -2.450, -0.662)
C (-2.384, -1.117, -0.592)
C (-3.633, -0.807, -0.093)
C (-4.486, -1.820, 0.324)
C (-4.074, -3.145, 0.255)
C (-2.820, -3.469, -0.223)
H (3.339, -3.369, -3.137)
H (-1.714, -0.335, -0.912)
H (-3.937, 0.228, -0.048)
H (-5.467, -1.585, 0.703)
H (-4.729, -3.938, 0.577)
H (-2.492, -4.494, -0.233)
C (1.982, 2.764, -4.889)
N (1.248, 1.536, -4.522)
C (0.008, 1.372, -5.306)
C (1.093, 1.342, -3.048)
C (0.146, 2.216, -2.243)
C (-0.527, 3.338, -2.721)
C (-1.371, 4.073, -1.905)
C (-1.546, 3.718, -0.584)
C (-0.892, 2.593, -0.096)
C (-0.060, 1.861, -0.912)
H (2.130, 2.794, -5.968)
H (2.953, 2.778, -4.399)
H (1.438, 3.653, -4.585)
H (1.860, 0.761, -4.801)
H (-0.714, 2.151, -5.077)
H (-0.453, 0.411, -5.090)
H (0.242, 1.420, -6.369)
H (2.093, 1.434, -2.608)
H (0.779, 0.305, -2.893)
H (-0.409, 3.671, -3.739)
H (-1.898, 4.923, -2.311)
H (-2.177, 4.304, 0.065)
H (-1.049, 2.292, 0.927)
C (2.163, -1.134, 5.531)
C (2.436, -0.882, 4.057)
O (1.638, 0.246, 3.671)
P (0.602, 0.487, 2.492)
O (0.147, 1.940, 2.907)
C (1.037, 3.029, 3.224)
C (0.474, 3.765, 4.425)
O (-0.693, -0.397, 2.660)
C (-1.422, -0.693, 3.882)
C (-1.449, -2.194, 4.090)
H (2.861, -1.874, 5.908)
H (1.149, -1.495, 5.680)
H (2.297, -0.213, 6.094)
H (2.190, -1.749, 3.438)
H (3.484, -0.606, 3.901)
H (1.074, 3.679, 2.346)
H (2.034, 2.643, 3.439)
H (-0.560, 4.044, 4.244)
H (1.054, 4.667, 4.599)
H (0.525, 3.143, 5.313)
H (-2.432, -0.302, 3.729)
H (-0.957, -0.175, 4.724)
H (-1.887, -2.682, 3.221)
H (-2.048, -2.425, 4.967)
H (-0.446, -2.592, 4.241)